(1)
Computed, not measured: C15H17IMoN7O4 as an isolated structure, with the ωB97M-V functional and the def2-TZVPD basis.

Last column: Löwdin charge in e.
Cartesian coordinates (Å):
Mo -0.1321 -0.3852 -1.2248  1.45
C 3.5364 -2.6598 0.3818  0.02
C 2.9497 -1.6370 1.3019  -0.23
N 3.5830 -1.4199 2.4521  0.18
C 3.1287 -0.5332 3.3195  -0.01
C 1.9583 0.2168 3.1440  -0.08
C 1.5811 1.1763 4.2428  -0.16
O 0.6654 2.1491 3.7770  -0.05
C 1.2599 0.0034 1.9546  -0.05
C -0.0499 0.5585 1.7249  0.03
N -0.7205 0.4949 0.6117  -0.09
C -2.1015 0.9181 0.6838  -0.35
C -2.4778 2.1164 1.2667  0.01
C -3.8255 2.4416 1.3595  0.00
C -4.8000 1.5824 0.8723  -0.01
C -4.4409 0.3837 0.2631  -0.09
C -3.0981 0.0896 0.1822  -0.55
I -2.4247 -1.6589 -0.8024  1.30
C 1.7947 -0.9140 1.0315  -0.18
O 1.1613 -1.0818 -0.1642  -0.28
H 4.5828 -2.4207 0.1935  0.11
H 3.5183 -3.6349 0.8703  0.11
H 3.0058 -2.7373 -0.5654  0.05
H 3.7201 -0.3998 4.2194  0.15
H 1.1585 0.5998 5.0750  0.15
H 2.5002 1.6405 4.6084  0.15
H 0.6154 2.8690 4.4166  0.12
H -0.5452 1.0031 2.5809  0.14
H -1.7189 2.7954 1.6378  0.14
H -4.1149 3.3797 1.8130  0.14
H -5.8468 1.8423 0.9502  0.14
H -5.1988 -0.2823 -0.1274  0.12
N 1.0428 -1.9108 -2.8106  0.03
N 0.8280 -1.5882 -4.1723  0.06
C 0.0747 -0.5174 -4.4457  -0.33
N -0.1811 -0.0971 -5.6562  0.29
N -0.3683 0.0596 -3.2987  -0.04
N -1.1787 1.1411 -3.1942  -0.36
O -1.3242 1.3460 -1.9522  -0.07
O -1.6435 1.7725 -4.0717  0.26
H 2.0387 -1.8279 -2.6018  0.13
H 0.7843 -2.8862 -2.6647  0.14
H 1.2781 -2.1384 -4.8942  0.20
H 0.1902 -0.5634 -6.4754  0.17
H -0.7652 0.7146 -5.8124  0.14

Its orbital gap (spin up / spin down) is 0.210 / 0.209 hartree. The LUMO energy (spin up / spin down) is -11.718 / -11.767 eV. As for the net charge: +3. Its molecular weight is 582.19 g/mol. The value obtained for the maximum force is 0.0091 hartree/bohr.



(2)
Computed, not measured: C4H20AgCs2O12P as an isolated structure at a distorted geometry, with the ωB97M-V functional and the def2-TZVPD basis.

Last column: Löwdin charge in e.
Cartesian coordinates (Å):
Ag -7.9034 23.4768 -16.8341  0.99
Cs -12.5953 24.3881 -21.2876  1.04
Cs -10.1445 27.0829 -18.1088  1.17
P -8.9929 23.9670 -19.3599  0.05
O -10.5080 24.2107 -19.1449  -0.60
O -8.2930 24.9634 -18.3487  -0.52
O -8.5716 24.1717 -20.7644  -0.29
O -8.5105 22.6105 -18.6944  -0.27
O -5.8867 26.0345 -17.4226  -0.07
H -5.3937 25.2077 -17.4548  0.03
H -6.7426 25.8529 -17.8478  -0.04
O -8.8162 20.1836 -17.2213  -0.04
H -8.9610 20.7516 -17.9871  -0.01
H -8.0740 20.5852 -16.7631  0.01
O -11.6586 24.6326 -16.7943  -0.15
H -11.3835 24.4393 -17.7217  -0.06
H -10.9996 24.1949 -16.2485  0.02
O -11.4624 21.5245 -19.2587  -0.06
H -11.0943 20.7456 -18.8314  0.04
H -10.9944 22.2965 -18.9200  -0.04
C -6.2158 26.5653 -21.4979  -0.23
C -7.4677 27.2315 -22.0401  -0.18
O -8.6319 26.8647 -21.2429  -0.15
O -6.0438 25.1570 -21.7235  -0.06
H -6.0975 26.8063 -20.4336  0.11
H -5.3800 27.0271 -22.0375  0.13
H -7.7053 26.9685 -23.0684  0.13
H -7.3041 28.2881 -21.8370  0.12
H -8.5741 25.9156 -21.0577  -0.01
H -6.8791 24.7473 -21.4400  0.03
C -9.8734 21.9406 -22.9798  -0.24
C -9.1369 22.7438 -24.0198  -0.20
O -9.1030 24.1498 -23.6848  -0.08
O -9.0890 21.5109 -21.8790  -0.06
H -10.2837 21.0132 -23.3819  0.13
H -10.7161 22.5253 -22.5610  0.05
H -9.5699 22.6488 -25.0165  0.12
H -8.1026 22.4015 -24.1437  0.13
H -8.8255 24.1762 -22.7575  0.03
H -8.7472 22.2888 -21.4204  0.03

The expectation value of S² is 0.763. Its multiplicity is 2. Its orbital gap (spin up / spin down) is 0.262 / 0.185 hartree. The LUMO energy (spin up / spin down) is -5.080 / -7.170 eV. As for the net charge: +1. Its molecular weight is 664.84 g/mol. The value obtained for the maximum force is 0.0457 hartree/bohr.



(3)
Computed, not measured: C11H13MnN2O6S as an isolated structure, with the ωB97M-V functional and the def2-TZVPD basis.

Last column: Löwdin charge in e.
Cartesian coordinates (Å):
Mn -0.0864 0.8932 -0.5504  0.81
O -0.5813 -1.2175 -1.4078  -0.11
C -1.3832 -1.9342 -0.4670  -0.19
C -2.6210 -1.1247 -0.1353  -0.14
N -2.2305 0.2293 0.2564  -0.21
C -3.0405 1.2685 -0.3855  -0.07
C -2.5163 1.5585 -1.7825  -0.57
O -3.2352 1.7327 -2.7348  0.10
O -1.1887 1.6021 -1.8657  -0.17
C -2.0762 0.4447 1.6902  -0.09
C -1.2227 1.6913 1.9437  -0.61
O -1.2700 2.2598 3.0118  0.08
O -0.4900 2.0526 0.9256  -0.12
H -1.0533 -1.1099 -2.2416  0.12
H -0.7447 -2.0549 0.4089  0.12
H -1.6342 -2.9280 -0.8439  0.13
H -3.2131 -1.6204 0.6425  0.13
H -3.2609 -1.0606 -1.0195  0.14
H -2.9447 2.1907 0.1895  0.14
H -4.0996 1.0033 -0.4335  0.14
H -1.5564 -0.4145 2.1229  0.13
H -3.0318 0.5530 2.2139  0.14
O 1.0771 -0.1381 0.5729  -0.22
N 2.3853 -0.2240 0.2887  -0.16
C 3.1514 -0.8294 1.2245  0.00
C 4.4885 -0.9963 1.0135  -0.04
C 5.0387 -0.5233 -0.1847  -0.05
C 4.2413 0.1012 -1.1050  -0.07
C 2.8641 0.2764 -0.8705  -0.62
S 1.8014 1.0952 -1.9368  0.79
H 2.6065 -1.1424 2.1008  0.14
H 5.0872 -1.4802 1.7698  0.11
H 6.0956 -0.6420 -0.3814  0.11
H 4.6436 0.4879 -2.0297  0.11

The expectation value of S² is 6.050. Its multiplicity is 5. Its orbital gap (spin up / spin down) is 0.286 / 0.319 hartree. The LUMO energy (spin up / spin down) is -0.924 / -0.314 eV. Its molecular weight is 356.24 g/mol. The value obtained for the maximum force is 0.0122 hartree/bohr.